1.
Here is one molecule with the formula C10H9IO in a non-equilibrium geometry from the Open Molecules 2025 dataset. Energies are from the ωB97M-V functional and the def2-TZVPD basis.

The geometry in XYZ format:
```
21
Properties=species:S:1:pos:R:3
C 0.89 -2.56 -1.66
C 1.84 -1.55 -1.69
C -0.22 -2.41 -0.84
C 1.72 -0.37 -0.99
C -0.38 -1.26 -0.09
C 0.59 -0.22 -0.15
C -1.49 -1.29 0.75
C 0.16 1.08 0.59
C -0.67 0.80 1.79
C -1.99 1.38 2.07
O -2.48 -1.70 1.25
I 0.37 0.00 3.52
H 1.20 -3.52 -2.03
H 2.85 -1.71 -2.18
H -1.04 -3.23 -0.77
H 2.58 0.35 -1.09
H 1.06 1.69 0.88
H -0.56 1.76 -0.03
H -2.09 2.37 2.54
H -2.43 0.69 2.74
H -2.58 1.55 1.24
```

- Calculated total energy: -20660.415 eV
- Kohn-Sham gap (spin up / spin down): 6.01 / 6.01 eV
- E_HOMO (spin up / spin down): -6.70 / -6.70 eV
- Net charge: 0
- Largest force on an atom: 5.73 eV/Å
- Spin multiplicity: 1

---

2.
Here is a 15-piece molecular cluster, C21H51N14O33P overall in a non-equilibrium geometry from the Open Molecules 2025 dataset. Energies are from the ωB97M-V functional and the def2-TZVPD basis.

The geometry in XYZ format:
```
120
Properties=species:S:1:pos:R:3
C -0.49 -1.15 4.42
C -1.32 0.15 3.80
O -1.15 0.31 2.35
C -0.45 1.56 2.00
C 1.16 1.46 2.37
C 2.00 2.55 2.99
P 1.56 4.34 3.51
O 0.15 4.51 4.19
C 3.45 1.77 3.10
O 4.34 1.97 4.08
O 3.44 0.84 1.96
C 2.12 0.14 2.11
O 1.85 -1.16 2.08
H 0.45 -0.76 5.00
H -1.18 -1.74 5.19
H -0.23 -1.92 3.57
H -1.06 1.12 4.43
H -2.47 -0.08 4.03
H -0.59 1.70 0.83
H -0.98 2.44 2.61
H 2.67 4.86 4.32
H 1.58 5.13 2.27
C -4.85 -1.18 6.61
N -3.39 -1.48 6.57
O -2.98 -2.22 5.67
O -2.69 -0.95 7.45
H -5.33 -1.71 5.78
H -5.23 -1.53 7.57
H -4.97 -0.10 6.50
C 5.63 6.09 5.91
N 4.22 6.52 5.71
O 3.63 7.00 6.69
O 3.75 6.38 4.58
H 5.91 6.27 6.95
H 5.68 5.02 5.68
H 6.26 6.67 5.23
C -6.62 0.79 3.33
N -6.19 -0.60 3.64
O -7.07 -1.39 4.03
O -5.00 -0.87 3.49
H -7.69 0.88 3.51
H -6.06 1.46 3.99
H -6.38 0.98 2.28
C 0.11 5.65 -0.63
N 0.53 4.26 -0.32
O -0.35 3.48 0.07
O 1.73 3.99 -0.47
H -0.96 5.75 -0.45
H 0.67 6.32 0.03
H 0.34 5.84 -1.68
C 5.19 0.13 -0.63
N 6.65 -0.16 -0.67
O 7.05 -0.91 -1.56
O 7.34 0.36 0.21
H 4.70 -0.39 -1.45
H 4.80 -0.21 0.33
H 5.07 1.21 -0.74
C 9.45 0.59 2.78
N 10.55 1.55 3.07
O 10.56 2.61 2.43
O 11.37 1.22 3.94
H 8.81 1.01 2.01
H 9.91 -0.34 2.44
H 8.90 0.44 3.71
C -8.13 -4.38 1.99
N -8.36 -3.35 0.94
O -8.19 -3.69 -0.24
O -8.70 -2.22 1.33
H -7.83 -5.31 1.51
H -7.33 -4.01 2.64
H -9.06 -4.50 2.54
C 8.42 -2.30 -3.98
N 8.05 -3.32 -5.00
O 6.85 -3.42 -5.28
O 8.97 -3.98 -5.48
H 7.52 -1.79 -3.63
H 8.91 -2.83 -3.15
H 9.11 -1.59 -4.45
C -0.29 9.94 0.05
N 0.13 8.55 0.36
O -0.74 7.77 0.75
O 1.33 8.28 0.21
H -1.36 10.04 0.23
H 0.27 10.61 0.71
H -0.05 10.13 -1.00
C 12.81 -1.78 -2.89
N 11.55 -2.24 -2.24
O 10.57 -1.49 -2.32
O 11.59 -3.33 -1.66
H 12.63 -0.81 -3.36
H 13.58 -1.70 -2.12
H 13.08 -2.52 -3.64
C -9.56 -4.40 -2.87
N -10.21 -5.70 -3.17
O -11.04 -6.12 -2.36
O -9.86 -6.27 -4.21
H -9.96 -4.01 -1.93
H -8.48 -4.57 -2.78
H -9.78 -3.71 -3.69
C -11.53 -7.81 -6.65
N -11.89 -7.98 -8.08
O -12.17 -6.96 -8.72
O -11.89 -9.13 -8.52
H -11.58 -6.74 -6.40
H -12.26 -8.37 -6.06
H -10.52 -8.19 -6.51
C -8.67 -8.15 -10.22
N -7.48 -8.59 -9.44
O -7.66 -8.87 -8.25
O -6.40 -8.62 -10.04
H -9.54 -8.17 -9.57
H -8.47 -7.14 -10.59
H -8.79 -8.86 -11.05
C 4.97 4.76 -2.01
N 4.87 6.01 -2.80
O 5.64 6.94 -2.50
O 4.03 6.04 -3.70
H 5.75 4.87 -1.26
H 4.00 4.58 -1.54
H 5.23 3.95 -2.71
```

- Calculated total energy: -120274.090 eV
- Kohn-Sham gap: 8.02 eV
- E_HOMO: -9.71 eV
- Net charge: 0
- Largest force on an atom: 9.93 eV/Å
- Spin multiplicity: 1

---

3.
Here is one molecule with the formula C2H4O3S2 in a non-equilibrium geometry from the Open Molecules 2025 dataset. Energies are from the ωB97M-V functional and the def2-TZVPD basis.

The geometry in XYZ format:
```
11
Properties=species:S:1:pos:R:3
C -0.02 0.95 -0.71
C 0.28 -0.09 0.28
O 0.90 -1.47 -2.90
O 2.31 0.37 -3.71
O 0.94 0.92 -1.73
S 1.11 -1.41 -0.17
S 0.97 -0.01 -3.27
H -1.03 0.63 -1.22
H -0.24 2.03 -0.37
H 0.01 0.18 1.30
H 1.43 -1.65 1.10
```

- Calculated total energy: -29947.724 eV
- Kohn-Sham gap: 5.52 eV
- E_HOMO: -8.18 eV
- Net charge: 0
- Largest force on an atom: 3.24 eV/Å
- Spin multiplicity: 1

---

4.
Here is a 2-piece molecular cluster, C2HNS3 overall in a non-equilibrium geometry from the Open Molecules 2025 dataset. Energies are from the ωB97M-V functional and the def2-TZVPD basis.

The geometry in XYZ format:
```
7
Properties=species:S:1:pos:R:3
C 1.52 -0.17 0.14
C -2.06 -0.75 0.11
N 1.30 1.00 -0.13
S -2.24 0.74 0.47
S -1.71 -2.21 -0.22
S 1.14 2.47 -0.51
H 2.05 -1.08 0.14
```

- Calculated total energy: -36083.478 eV
- Kohn-Sham gap: 8.70 eV
- E_HOMO: -8.75 eV
- Net charge: 0
- Largest force on an atom: 8.02 eV/Å
- Spin multiplicity: 1

---

5.
Here is a 7-piece molecular cluster, C14H40N13O11 overall in a non-equilibrium geometry from the Open Molecules 2025 dataset. Energies are from the ωB97M-V functional and the def2-TZVPD basis.

The geometry in XYZ format:
```
78
Properties=species:S:1:pos:R:3
C 8.08 -1.45 0.17
C 7.13 -0.47 0.87
O 6.02 -0.22 0.03
C 5.43 1.06 0.23
C 4.55 1.40 -0.98
O 3.26 1.82 -0.61
N 2.49 0.67 -0.22
C 1.08 1.07 -0.19
C 0.20 -0.07 -0.74
O -0.46 -0.78 0.27
C -1.63 -1.44 -0.17
C 0.67 1.64 1.21
O 1.61 2.12 1.88
O -0.55 1.60 1.54
H 9.03 -0.98 -0.06
H 7.63 -1.78 -0.77
H 8.27 -2.34 0.77
H 7.66 0.45 1.10
H 6.81 -0.92 1.82
H 4.84 1.09 1.15
H 6.23 1.80 0.32
H 4.98 2.23 -1.52
H 4.51 0.53 -1.64
H 2.74 0.47 0.75
H 1.01 1.90 -0.90
H 0.84 -0.77 -1.27
H -0.50 0.34 -1.48
H -2.48 -1.07 0.41
H -1.85 -1.29 -1.23
H -1.52 -2.51 0.00
C -2.36 -3.75 2.51
O -2.33 -4.08 1.34
N -3.37 -3.00 3.03
N -1.34 -4.05 3.38
H -3.35 -2.63 3.96
H -4.13 -2.75 2.43
H -0.56 -4.55 3.02
H -1.34 -3.75 4.34
C -3.85 3.39 -0.16
O -4.55 3.80 -1.08
N -4.26 3.43 1.15
N -2.61 2.87 -0.34
H -3.70 3.09 1.90
H -5.17 3.81 1.33
H -2.26 2.81 -1.28
H -2.03 2.53 0.42
C -2.83 0.21 4.01
O -3.86 -0.44 4.17
N -2.38 1.11 4.94
N -2.07 0.09 2.89
H -1.55 1.66 4.81
H -2.93 1.22 5.77
H -2.38 -0.55 2.18
H -1.24 0.63 2.70
C 0.54 -1.76 -4.38
O 0.71 -1.77 -3.18
N -0.50 -2.44 -4.97
N 1.36 -1.06 -5.23
H -0.67 -2.43 -5.95
H -1.12 -2.93 -4.35
H 2.12 -0.55 -4.82
H 1.23 -1.03 -6.22
C -0.94 7.32 -0.19
O -0.53 8.47 -0.19
N -1.74 6.83 -1.19
N -0.65 6.43 0.80
H -2.08 5.89 -1.19
H -1.97 7.44 -1.94
H -0.06 6.75 1.54
H -0.97 5.48 0.80
C -2.86 -5.28 -2.39
O -2.44 -4.25 -2.89
N -3.76 -6.08 -3.04
N -2.47 -5.74 -1.17
H -4.12 -6.93 -2.66
H -4.08 -5.77 -3.94
H -1.82 -5.20 -0.61
H -2.81 -6.60 -0.79
```

- Calculated total energy: -57066.658 eV
- Kohn-Sham gap: 7.60 eV
- E_HOMO: -5.22 eV
- Net charge: -1
- Largest force on an atom: 1.66 eV/Å
- Spin multiplicity: 1

---

- largest force on an atom of number 1 (C10H9IO)?
  5.73 eV/Å

---

- What is the formula in the fifth record?
  C14H40N13O11

---

Please write out number 4 again, unchanged.
Here is a 2-piece molecular cluster, C2HNS3 overall in a non-equilibrium geometry from the Open Molecules 2025 dataset. Energies are from the ωB97M-V functional and the def2-TZVPD basis.

The geometry in XYZ format:
```
7
Properties=species:S:1:pos:R:3
C 1.52 -0.17 0.14
C -2.06 -0.75 0.11
N 1.30 1.00 -0.13
S -2.24 0.74 0.47
S -1.71 -2.21 -0.22
S 1.14 2.47 -0.51
H 2.05 -1.08 0.14
```

- Calculated total energy: -36083.478 eV
- Kohn-Sham gap: 8.70 eV
- E_HOMO: -8.75 eV
- Net charge: 0
- Largest force on an atom: 8.02 eV/Å
- Spin multiplicity: 1